# 1
Entry from the Open Molecules 2025 dataset: a gas-phase ion, C13H24N3O (charge +1) in a non-equilibrium geometry (the ωB97M-V functional and the def2-TZVPD basis).

Calculated values
SMILES string ... C#CC[C@@H]1[NH2+]CCN[C@H]1CCCCNC(C)=O
HOMO-LUMO gap ... 0.3292 Ha
Spin multiplicity ... 1
HOMO energy ... -12.3 eV
Total charge ... +1

Geometry as XYZ:
```
41
Properties=species:S:1:pos:R:3:forces:R:3
C -2.778 -1.329 -3.841 1.382 -1.198 6.746
C -2.593 -1.608 -2.557 -0.440 2.616 -6.139
C -2.281 -1.563 -0.987 -1.552 -0.190 -1.191
C -0.785 -1.099 -0.596 -2.046 -0.005 2.136
N 0.088 -0.700 -1.752 1.220 -0.309 0.400
C 0.745 -1.881 -2.469 1.868 -1.397 -1.746
C 0.982 -3.162 -1.512 1.051 0.403 0.173
N 1.262 -2.638 -0.107 -2.518 0.000 -0.808
C -0.120 -2.226 0.382 0.615 0.080 0.867
C -0.123 -1.655 1.892 0.113 0.176 -0.075
C 0.925 -0.450 2.165 -0.460 -0.128 1.419
C 0.118 0.894 2.637 0.956 0.057 -0.010
C 1.056 2.227 2.449 0.472 -1.247 2.079
N 0.349 3.390 1.845 0.691 -1.256 -2.951
C 0.988 3.944 0.644 2.158 0.848 -2.320
C 0.089 5.012 -0.218 0.114 0.430 1.600
O 2.169 3.736 0.212 -4.401 0.115 2.513
H -2.875 -1.057 -4.962 0.058 -0.855 2.587
H -3.036 -0.822 -0.491 1.342 -1.289 -1.133
H -2.572 -2.607 -0.556 0.909 1.884 -0.758
H -0.903 -0.143 0.066 0.319 -1.620 -1.412
H 0.895 -0.170 -1.337 -1.008 -0.427 -0.366
H -0.355 -0.034 -2.422 -0.070 -0.839 0.482
H 0.191 -2.176 -3.434 0.578 0.768 1.711
H 1.803 -1.497 -2.775 -1.971 -0.610 0.411
H 0.080 -3.872 -1.554 1.372 1.174 0.387
H 1.932 -3.778 -1.796 -1.845 1.340 -0.079
H 1.889 -1.817 -0.167 -0.316 -0.705 0.145
H -0.730 -3.221 0.400 0.910 2.010 -0.313
H -1.182 -1.230 2.148 1.752 -1.039 -0.545
H 0.103 -2.520 2.614 -0.435 1.247 -1.228
H 1.554 -0.775 3.094 -0.880 0.634 -1.908
H 1.674 -0.257 1.310 -1.267 -0.161 1.160
H -0.107 0.789 3.765 0.099 0.051 -1.947
H -0.886 0.958 2.075 1.440 0.104 0.742
H 1.371 2.544 3.528 -0.393 -0.547 -2.005
H 2.008 1.872 1.920 -1.407 1.074 0.393
H -0.575 3.019 1.516 0.790 1.063 0.569
H -0.427 5.715 0.560 0.675 -1.363 -1.459
H 0.778 5.706 -0.849 -1.174 -1.731 1.012
H -0.719 4.480 -0.838 1.301 0.840 0.861
```
Forces are in eV/Å.



# 2
Entry from the Open Molecules 2025 dataset: a molecular structure, C13H24N4O4ReS6 (the ωB97M-V functional and the def2-TZVPD basis).

Calculated values
HOMO-LUMO gap (alpha / beta) ... 0.2461 / 0.2609 Ha
Spin multiplicity ... 2
HOMO energy (alpha / beta) ... -8.1 / -8.1 eV
Expectation value of S² ... 0.7836

Geometry as XYZ:
```
52
Properties=species:S:1:pos:R:3:forces:R:3
Re 1.110 0.928 -0.992 0.033 0.106 0.301
C -2.568 -2.034 0.943 -0.014 -0.018 0.012
C -3.077 -1.236 -0.256 -0.069 -0.008 -0.021
N -2.287 -0.075 -0.613 0.056 0.020 -0.056
C -2.485 1.139 0.141 -0.054 -0.030 0.017
C -1.412 1.409 1.177 0.015 0.050 0.110
N -0.084 1.895 0.681 0.001 -0.051 -0.146
C 0.722 2.277 1.881 0.021 0.060 0.017
C 1.372 1.116 2.611 0.019 0.032 0.080
C 2.603 0.561 1.920 0.031 -0.040 -0.039
N 2.335 -0.121 0.634 -0.064 -0.016 -0.087
C 2.231 -1.599 0.758 -0.044 -0.001 0.044
C 1.153 -2.125 1.700 -0.005 0.005 -0.068
N -0.192 -1.597 1.488 0.010 -0.048 0.101
C -1.124 -2.525 0.840 0.034 0.000 -0.050
H -2.697 -1.469 1.874 0.008 0.051 -0.026
H -3.234 -2.896 1.037 0.031 -0.012 0.037
H -3.068 -1.899 -1.124 0.000 -0.003 0.005
H -4.132 -0.972 -0.072 0.015 -0.003 0.006
H -2.344 0.100 -1.603 -0.011 -0.005 0.013
H -2.553 1.993 -0.539 0.011 -0.005 -0.017
H -3.439 1.111 0.691 0.012 0.013 -0.006
H -1.788 2.189 1.850 0.017 -0.015 0.014
H -1.224 0.515 1.760 -0.016 -0.042 -0.047
H -0.279 2.770 0.199 -0.043 0.008 0.035
H 1.493 2.975 1.563 -0.003 -0.006 -0.010
H 0.054 2.808 2.563 0.010 -0.011 0.014
H 1.699 1.501 3.581 -0.016 -0.004 -0.005
H 0.645 0.333 2.822 -0.007 -0.016 -0.018
H 3.288 1.383 1.705 -0.008 0.010 -0.003
H 3.124 -0.134 2.585 0.003 0.023 0.014
H 3.178 0.010 0.076 0.014 -0.008 0.023
H 2.104 -1.994 -0.248 -0.040 -0.029 0.009
H 3.189 -1.978 1.134 -0.005 -0.010 -0.028
H 1.169 -3.218 1.593 -0.003 -0.004 0.049
H 1.454 -1.928 2.732 0.015 0.085 -0.004
H -0.585 -1.380 2.396 0.001 -0.068 -0.007
H -0.846 -2.629 -0.211 0.025 0.018 0.013
H -1.038 -3.520 1.299 -0.036 -0.010 -0.024
O -3.095 -0.999 -6.079 -0.027 0.001 -0.004
C -2.348 -0.662 -5.211 0.082 0.003 0.022
S -1.338 -1.804 -4.279 -0.063 0.006 -0.046
C -0.603 -0.605 -3.252 -0.048 0.296 -0.008
C -0.950 0.692 -3.454 0.074 -0.255 0.049
S -0.294 1.941 -2.455 -0.005 -0.003 -0.020
S -2.105 1.034 -4.714 -0.044 -0.023 -0.026
S 0.508 -1.039 -2.014 0.089 0.082 0.014
O 2.900 0.608 -1.853 0.155 0.148 -0.203
S 3.722 1.949 -1.939 0.027 -0.232 0.049
O 4.970 1.745 -1.260 -0.053 -0.015 0.056
O 3.747 2.424 -3.285 0.006 0.022 0.009
S 2.420 3.031 -0.780 -0.136 -0.051 -0.145
```
Forces are in eV/Å.



# 3
Entry from the Open Molecules 2025 dataset: a molecular structure, C13H24NO4Ti in a non-equilibrium geometry (the ωB97M-V functional and the def2-TZVPD basis).

Calculated values
HOMO-LUMO gap (alpha / beta) ... 0.2057 / 0.2490 Ha
Spin multiplicity ... 4
HOMO energy (alpha / beta) ... -5.3 / -6.6 eV
Expectation value of S² ... 3.7544

Geometry as XYZ:
```
43
Properties=species:S:1:pos:R:3:forces:R:3
Ti 0.909 -0.448 -0.929 -1.209 0.095 1.866
C -2.951 -1.845 -0.471 0.273 -0.952 -0.361
C -2.700 -0.343 -0.674 0.179 -1.736 -0.085
C -4.066 0.322 -0.615 -0.134 0.557 -0.629
C -4.023 1.806 -0.290 -0.608 0.141 0.299
C -3.151 2.033 0.933 -0.124 -0.262 -0.206
C -1.719 1.441 0.789 -1.697 1.846 -0.238
N -1.871 0.052 0.449 -0.167 0.267 0.708
O -0.652 -0.621 0.515 1.786 -0.005 -1.768
C -1.130 1.597 2.163 1.035 -0.665 1.148
C -1.013 2.369 -0.222 0.907 -0.969 0.042
C -2.024 -0.252 -2.056 -0.805 0.756 -0.014
H -2.074 -2.428 -0.771 0.129 0.129 0.295
H -3.738 -2.260 -1.112 -0.226 0.446 0.063
H -3.167 -2.089 0.568 -0.061 0.159 0.022
H -4.701 -0.195 0.107 0.225 0.048 0.253
H -4.574 0.177 -1.575 0.131 -0.092 -0.023
H -5.055 2.108 -0.072 0.092 0.115 0.101
H -3.745 2.452 -1.127 0.292 -0.284 -0.109
H -3.624 1.529 1.782 0.004 0.092 0.041
H -3.078 3.100 1.156 0.048 -0.030 0.091
H -1.075 2.610 2.570 -0.193 0.213 -0.581
H -0.115 1.194 2.224 -0.055 -0.035 -0.101
H -1.724 1.042 2.894 0.004 -0.180 -0.175
H -0.069 1.896 -0.545 0.019 0.151 0.002
H -0.731 3.300 0.264 -0.158 0.161 -0.166
H -1.598 2.525 -1.123 -0.049 0.244 0.054
H -1.090 -0.820 -2.076 0.148 0.175 -0.069
H -1.934 0.791 -2.367 0.482 -0.104 -0.104
H -2.659 -0.731 -2.806 0.019 -0.075 0.057
C 5.917 -2.798 -0.754 -0.772 -1.037 0.195
C 5.305 -2.042 0.411 0.712 0.220 -1.340
C 6.004 -0.744 0.835 -0.096 -0.689 0.580
O 4.941 0.216 0.891 0.070 0.092 0.159
C 3.811 -0.343 0.460 0.386 -0.295 -0.101
O 2.736 0.187 0.524 -0.581 0.057 -0.678
O 4.029 -1.555 -0.062 -0.263 -0.107 0.783
H 5.683 -2.357 -1.720 0.335 0.428 0.078
H 5.371 -3.748 -0.757 0.213 -0.068 -0.222
H 6.967 -3.059 -0.643 0.100 0.322 0.074
H 5.177 -2.751 1.228 -0.341 0.317 0.245
H 6.801 -0.444 0.160 -0.191 0.263 -0.154
H 6.399 -0.873 1.842 0.140 0.291 -0.029
```
Forces are in eV/Å.



# 4
Entry from the Open Molecules 2025 dataset: a single C13H24O3Si molecule in a non-equilibrium geometry (the ωB97M-V functional and the def2-TZVPD basis).

Calculated values
SMILES string ... CCO[Si](OCC)(OCC)[C@H]1C[C@H]2C=C[C@@H]1C2
HOMO-LUMO gap ... 0.3528 Ha
Spin multiplicity ... 1
HOMO energy ... -8.7 eV

Geometry as XYZ:
```
41
Properties=species:S:1:pos:R:3:forces:R:3
C 1.353 -4.021 -0.900 0.441 0.930 -0.076
C 1.340 -2.631 -0.234 1.212 -0.820 1.285
O 0.104 -1.976 -0.310 0.060 1.251 -0.147
Si 0.128 -0.393 0.252 -1.735 1.357 -1.527
O -0.366 -0.251 1.837 1.576 -0.241 -0.699
C -1.603 -0.772 2.245 -0.798 -0.162 -0.165
C -1.623 -2.297 2.274 -0.364 -0.478 0.182
O 1.511 0.510 0.004 -1.401 -0.930 0.620
C 2.454 0.484 1.054 1.684 -1.091 -0.035
C 2.529 1.757 1.886 -0.906 0.109 0.154
C -1.191 0.476 -0.804 1.148 -1.202 -0.251
C -1.664 1.773 -0.127 0.414 0.464 -0.695
C -1.541 2.802 -1.310 -0.315 0.252 -0.886
C -0.081 3.080 -1.656 -0.247 -1.382 -0.394
C 0.411 1.957 -2.199 -0.929 0.833 -0.076
C -0.737 0.943 -2.285 -0.046 0.097 0.610
C -1.930 1.900 -2.573 0.405 0.270 0.772
H 0.382 -4.488 -0.754 -0.090 0.003 -0.358
H 1.639 -3.870 -1.956 -0.545 -0.469 0.296
H 2.098 -4.689 -0.444 -0.081 0.376 -0.054
H 1.557 -2.735 0.848 0.179 -0.307 -0.227
H 2.136 -1.970 -0.611 -0.073 -0.368 -0.235
H -1.797 -0.355 3.232 -0.029 -0.155 0.138
H -2.383 -0.355 1.592 -0.059 -0.263 0.016
H -1.292 -2.776 1.344 -0.255 0.464 0.030
H -2.631 -2.705 2.514 0.636 0.409 -0.018
H -0.912 -2.635 3.026 -0.075 -0.070 0.244
H 3.427 0.284 0.535 -0.475 0.293 0.629
H 2.261 -0.431 1.675 0.337 0.866 -0.015
H 3.462 1.832 2.426 0.382 -0.140 0.023
H 1.736 1.786 2.652 0.104 -0.060 -0.372
H 2.420 2.661 1.273 0.067 -0.342 -0.053
H -1.994 -0.270 -0.889 -0.053 0.273 -0.267
H -0.974 1.989 0.700 -0.420 0.451 -0.114
H -2.695 1.733 0.251 0.284 -0.058 -0.095
H -2.115 3.718 -1.210 -0.223 -0.040 0.224
H 0.429 4.019 -1.606 0.126 0.382 0.389
H 1.372 1.867 -2.689 0.055 -0.301 0.326
H -0.477 0.188 -3.032 -0.536 -0.346 0.365
H -2.945 1.444 -2.493 0.738 0.182 -0.057
H -1.797 2.416 -3.539 -0.194 -0.036 0.514
```
Forces are in eV/Å.



# 5
Entry from the Open Molecules 2025 dataset: a molecular structure, C13H24PtSSe2Si (the ωB97M-V functional and the def2-TZVPD basis).

Calculated values
HOMO-LUMO gap (alpha / beta) ... 0.2352 / 0.2406 Ha
Spin multiplicity ... 3
HOMO energy (alpha / beta) ... -6.2 / -7.6 eV
Expectation value of S² ... 2.0090

Geometry as XYZ:
```
42
Properties=species:S:1:pos:R:3:forces:R:3
Pt -0.260 1.333 0.123 0.009 0.166 0.384
C 2.707 -0.696 0.709 0.010 0.000 0.008
Se 2.225 1.039 -0.030 0.093 -0.136 0.007
C 2.686 2.130 1.528 -0.018 0.016 -0.018
C 2.062 1.670 2.831 0.047 -0.017 0.043
Se 0.098 1.667 2.822 0.008 -0.140 -0.182
C -0.124 -0.131 3.538 0.010 0.029 0.077
H 3.726 -0.663 1.090 -0.003 0.007 -0.008
H 2.648 -1.408 -0.111 -0.014 0.017 -0.003
H 2.008 -0.989 1.487 0.007 0.013 -0.007
H 2.358 3.134 1.254 0.006 -0.013 0.008
H 3.774 2.139 1.616 -0.024 -0.024 -0.008
H 2.390 2.323 3.640 -0.045 0.011 -0.030
H 2.373 0.656 3.079 -0.003 0.019 0.005
H 0.497 -0.249 4.423 -0.001 0.008 -0.005
H 0.124 -0.865 2.776 0.004 -0.001 0.009
H -1.167 -0.242 3.820 -0.016 0.014 -0.028
S -0.334 2.879 -1.555 -0.128 0.086 -0.262
C -0.011 4.390 -0.686 0.054 -0.093 -0.013
C 0.952 5.263 -1.191 0.015 -0.011 -0.027
C 1.259 6.436 -0.520 0.010 0.040 0.028
C 0.608 6.758 0.662 0.006 0.007 0.007
C -0.362 5.899 1.163 -0.003 0.020 0.031
C -0.673 4.727 0.495 -0.091 -0.037 0.050
H 1.465 5.008 -2.110 -0.006 -0.007 -0.002
H 2.013 7.100 -0.924 0.011 0.024 0.001
H 0.847 7.674 1.186 0.006 0.024 0.009
H -0.887 6.143 2.078 0.001 0.024 0.020
H -1.435 4.060 0.883 0.043 0.025 -0.036
C -1.873 -1.881 0.447 -0.064 0.126 0.027
Si -2.212 -0.030 0.211 -0.032 -0.095 -0.116
C -3.405 0.483 1.594 0.037 -0.075 -0.093
C -3.141 0.159 -1.424 0.046 -0.026 0.145
H -2.812 -2.439 0.406 -0.050 -0.030 -0.011
H -1.409 -2.094 1.410 0.028 0.003 0.047
H -1.219 -2.269 -0.334 0.041 0.009 -0.056
H -4.380 0.015 1.435 -0.037 -0.027 0.001
H -3.558 1.562 1.626 0.015 0.056 -0.036
H -3.051 0.166 2.576 0.037 0.001 0.041
H -4.096 -0.372 -1.383 -0.046 -0.029 -0.011
H -2.559 -0.249 -2.251 0.044 -0.015 -0.020
H -3.336 1.208 -1.646 -0.008 0.034 0.023
```
Forces are in eV/Å.



# 6
Entry from the Open Molecules 2025 dataset: a molecular structure, C13H25BBeNO3 in a non-equilibrium geometry (the ωB97M-V functional and the def2-TZVPD basis).

Calculated values
HOMO-LUMO gap (alpha / beta) ... 0.1505 / 0.0977 Ha
Spin multiplicity ... 2
HOMO energy (alpha / beta) ... -15.4 / -15.1 eV
Expectation value of S² ... 1.0363
Total charge ... +2

Geometry as XYZ:
```
44
Properties=species:S:1:pos:R:3:forces:R:3
C -1.613 2.121 2.499 1.343 -0.404 0.269
B -2.010 1.087 1.332 -3.234 0.652 0.791
O -3.380 0.729 1.181 3.113 0.795 -0.813
C -0.919 0.420 0.273 1.248 -1.815 -1.183
C -1.122 1.123 -1.130 2.104 3.774 0.910
C -0.212 2.536 -1.187 -2.732 1.246 -0.967
C -1.008 3.833 -1.857 2.556 -2.820 2.880
O -0.697 3.649 -0.334 0.455 -1.375 -3.660
C 0.502 0.499 0.956 -0.737 -0.220 0.728
C 1.600 -0.560 0.439 3.630 0.606 0.802
C 2.715 -0.599 1.608 -0.730 1.723 -0.295
C 2.372 -0.001 -0.827 -1.698 1.254 1.474
N 1.113 -1.947 0.318 -2.438 1.032 2.262
O 1.114 -2.582 1.427 0.942 0.592 -1.443
C -0.181 -2.095 -0.398 -1.696 -2.982 -1.996
C -0.708 -3.586 -0.049 -0.466 0.100 -0.460
C -0.029 -2.109 -2.011 0.004 -0.345 0.417
C -1.346 -1.123 0.103 -0.124 0.822 0.030
H -2.458 2.768 2.864 0.832 -0.764 -0.573
H -1.221 1.489 3.370 -0.597 0.729 -0.897
H -0.713 2.732 2.163 -1.285 -0.506 0.449
H -3.561 0.559 0.234 -0.410 -0.259 0.638
H -2.173 1.515 -1.220 0.963 -0.838 -0.316
H -0.732 0.582 -2.036 -0.759 -0.051 0.963
H 0.934 2.436 -1.409 -2.234 0.439 0.631
H -0.263 4.474 -2.397 -1.331 -0.266 0.732
H -2.095 3.712 -2.099 1.358 0.322 0.177
H 1.011 1.504 0.956 -0.749 -0.899 -0.238
H 0.349 0.241 2.057 0.237 0.171 -1.417
H 3.456 -1.442 1.403 -0.568 0.225 0.310
H 3.283 0.392 1.617 -0.719 -1.162 -0.137
H 2.243 -0.668 2.641 0.950 -0.544 -1.267
H 3.211 -0.733 -1.133 -0.804 0.095 -0.397
H 2.879 0.961 -0.486 -0.687 -1.134 -0.661
H 1.629 0.219 -1.649 1.438 -0.456 0.266
H -1.218 -3.604 0.955 0.820 -0.200 -1.019
H 0.124 -4.353 -0.128 -0.916 1.050 0.287
H -1.474 -3.896 -0.831 0.854 0.621 1.010
H -0.165 -3.174 -2.385 0.287 1.362 0.572
H 0.990 -1.788 -2.364 -1.194 -0.036 0.219
H -0.878 -1.522 -2.463 1.198 -0.462 0.296
H -1.842 -1.509 1.038 0.835 0.197 -0.852
H -2.144 -1.165 -0.711 1.000 -0.064 1.082
Be 4.637 -1.128 -0.325 -0.058 -0.205 0.397
```
Forces are in eV/Å.